Formula: C2H9N2
Source: the Open Molecules 2025 dataset
Level of theory: ωB97M-V/def2-TZVPD

Each line ends with the natural charge from an NBO analysis.
Positions of all 13 atoms, in Å:
C: 0.38 -0.69 -0.38  -0.324
N: -0.06 -2.06 -0.21  -0.174
C: -0.48 0.33 0.43  -0.216
N: -0.01 1.73 0.11  -0.682
H: 1.44 -0.56 -0.15  0.308
H: 0.16 -0.45 -1.42  0.257
H: 0.29 -2.52 0.64  0.439
H: 0.02 -2.62 -1.06  0.451
H: -1.53 0.29 0.14  0.269
H: -0.36 0.20 1.51  0.260
H: -0.48 2.33 0.80  0.472
H: -0.35 2.15 -0.76  0.474
H: 0.98 1.89 0.34  0.467

Summary:
Expectation value of S² = 0.754
LUMO (alpha / beta) = -7.7920 / -13.6064 eV
ΔE to the lowest compared entry with this formula, charge and spin = 0.500 eV
Spin multiplicity = 2
Net charge = +2
HOMO energy (alpha / beta) = -23.14 / -23.44 eV

---

Formula: C4H9NO2
Source: the Open Molecules 2025 dataset
Level of theory: ωB97M-V/def2-TZVPD

Each line ends with the natural charge from an NBO analysis.
Positions of all 16 atoms, in Å:
C: 1.38 -1.62 0.09  -0.618
C: 0.84 -0.35 -0.54  0.099
O: -0.39 -0.56 -1.20  -0.802
C: 0.42 0.71 0.50  -0.515
C: -0.96 0.97 -0.06  0.770
O: -1.10 1.62 -1.20  -0.734
N: -2.04 0.89 0.72  -0.758
H: 0.63 -2.04 0.78  0.199
H: 2.30 -1.42 0.66  0.200
H: 1.59 -2.36 -0.68  0.221
H: 1.61 0.06 -1.22  0.155
H: -0.72 0.74 -1.72  0.528
H: 0.37 0.32 1.52  0.206
H: 1.00 1.65 0.50  0.235
H: -2.93 1.04 0.29  0.412
H: -2.00 0.35 1.57  0.405

Summary:
LUMO = 0.7679 eV
ΔE to the lowest compared entry with this formula, charge and spin = 2.482 eV
Spin multiplicity = 1
Net charge = 0
HOMO energy = -8.98 eV

---

Formula: C21H26NOSi
Source: the Open Molecules 2025 dataset
Level of theory: ωB97M-V/def2-TZVPD

Each line ends with the natural charge from an NBO analysis.
Positions of all 50 atoms, in Å:
C: -3.43 1.64 0.94  -1.138
Si: -2.68 1.80 -0.76  1.812
C: -3.26 0.45 -1.90  -1.149
C: -2.97 3.53 -1.41  -1.139
O: -1.01 1.51 -0.50  -0.644
C: -0.11 1.16 -1.35  0.612
C: 1.31 1.20 -0.94  -0.398
C: 1.94 2.04 -2.04  -0.222
C: 3.07 2.73 -1.86  -0.314
H: -4.53 1.73 0.87  0.265
H: -3.19 0.68 1.40  0.260
H: -3.07 2.44 1.60  0.258
H: -4.33 0.58 -2.11  0.274
H: -2.72 0.46 -2.86  0.240
H: -3.11 -0.54 -1.45  0.266
H: -4.03 3.67 -1.64  0.274
H: -2.69 4.27 -0.65  0.262
H: -2.39 3.73 -2.32  0.248
H: -0.38 1.12 -2.42  0.197
H: 1.45 1.64 0.08  0.276
H: 1.33 2.06 -2.96  0.209
H: 3.54 3.27 -2.69  0.233
H: 3.52 2.87 -0.87  0.212
C: 3.42 -0.15 -0.68  -0.620
C: 1.90 -0.18 -0.91  -0.013
N: 1.25 -1.01 0.14  -0.416
C: 0.38 -2.07 -0.07  0.141
C: 0.08 -2.77 -1.23  -0.230
C: -0.82 -3.84 -1.14  -0.210
C: -1.39 -4.21 0.10  -0.229
C: -1.02 -3.56 1.28  -0.172
C: -0.11 -2.51 1.19  -0.083
C: 0.53 -1.70 2.20  -0.106
C: 1.41 -0.81 1.52  0.229
C: 2.32 -0.01 2.22  -0.306
C: 2.21 -0.01 3.62  -0.185
C: 1.27 -0.80 4.29  -0.231
C: 0.45 -1.68 3.58  -0.159
H: 3.92 -0.31 -1.64  0.237
H: 3.72 0.84 -0.32  0.209
H: 3.71 -0.94 0.01  0.250
H: 1.70 -0.68 -1.86  0.223
H: 0.56 -2.49 -2.17  0.204
H: -1.09 -4.40 -2.03  0.226
H: -2.12 -5.02 0.13  0.228
H: -1.42 -3.83 2.25  0.225
H: 3.10 0.53 1.70  0.217
H: 2.88 0.63 4.20  0.225
H: 1.18 -0.73 5.38  0.228
H: -0.27 -2.34 4.08  0.223

Summary:
LUMO = -5.1136 eV
ΔE to the lowest compared entry with this formula, charge and spin = 0.788 eV
Spin multiplicity = 1
Net charge = +1
HOMO energy = -10.52 eV

---

Formula: C5H13N2
Source: the Open Molecules 2025 dataset
Level of theory: ωB97M-V/def2-TZVPD

Each line ends with the natural charge from an NBO analysis.
Positions of all 20 atoms, in Å:
C: -0.76 -1.91 1.30  -0.613
C: -0.15 -0.52 1.15  -0.192
C: -0.80 0.47 0.03  -0.471
C: 0.13 1.40 -0.66  -0.089
C: 0.29 1.18 -2.10  -0.299
N: 1.06 -0.05 -2.46  -0.858
N: 0.27 -0.25 2.78  -0.801
H: 0.01 -2.54 1.74  0.234
H: -1.01 -2.32 0.32  0.201
H: -1.63 -1.94 1.95  0.216
H: 0.81 -0.57 0.64  0.221
H: -1.74 0.84 0.45  0.216
H: -1.07 -0.28 -0.72  0.211
H: 0.27 2.40 -0.28  0.182
H: 0.78 1.93 -2.72  0.212
H: 0.59 -0.92 -2.31  0.360
H: 2.04 -0.08 -2.21  0.367
H: -0.66 0.06 2.14  0.378
H: -0.69 0.99 -2.57  0.197
H: 0.71 0.67 2.85  0.329

Summary:
Expectation value of S² = 0.754
LUMO (alpha / beta) = 0.9761 / -0.2128 eV
ΔE to the lowest compared entry with this formula, charge and spin = 3.987 eV
Spin multiplicity = 2
Net charge = 0
HOMO energy (alpha / beta) = -8.26 / -9.24 eV

---

Formula: C10H18CdO9
Source: the Open Molecules 2025 dataset
Level of theory: ωB97M-V/def2-TZVPD

Each line ends with the natural charge from an NBO analysis.
Positions of all 38 atoms, in Å:
Cd: 1.51 0.63 -0.29  0.048
C: -4.94 -5.31 2.63  -0.301
C: -4.15 -4.16 2.27  0.392
C: -2.56 -4.38 2.17  0.398
O: -1.86 -3.48 1.78  -0.516
C: -2.01 -5.69 2.57  -0.258
C: -2.85 -6.69 2.97  0.332
C: -4.36 -6.52 2.90  0.336
O: -5.21 -7.44 3.35  -0.618
O: -2.26 -7.80 3.23  -0.584
O: -4.64 -3.07 1.86  -0.553
H: -6.02 -5.23 2.59  0.222
H: -0.95 -5.77 2.75  0.223
C: -0.18 1.59 -6.68  -0.630
C: -0.87 2.22 -5.47  -0.084
O: -0.76 1.44 -4.32  -0.636
H: -0.45 0.55 -6.85  0.198
H: 0.90 1.69 -6.79  0.190
H: -0.64 1.97 -7.59  0.169
H: -1.90 2.31 -5.78  0.141
H: -0.53 3.25 -5.35  0.136
C: 3.25 6.73 1.11  -0.638
C: 3.53 5.97 -0.21  -0.077
O: 3.74 4.57 -0.17  -0.712
H: 3.96 6.46 1.90  0.190
H: 2.28 6.43 1.50  0.193
H: 3.16 7.80 0.97  0.176
H: 4.26 6.50 -0.83  0.112
H: 2.59 6.11 -0.75  0.148
O: 4.07 -2.32 -1.55  -0.920
H: 4.91 -2.23 -2.00  0.458
H: 4.13 -3.16 -1.10  0.461
O: -1.75 2.44 2.71  -0.921
H: -2.57 2.04 3.01  0.464
H: -1.63 3.19 3.30  0.457
O: 3.33 -0.17 3.10  -0.921
H: 3.36 -0.87 3.75  0.458
H: 4.07 0.39 3.31  0.463

Summary:
LUMO = -0.4198 eV
Spin multiplicity = 1
Net charge = -2
HOMO energy = -1.66 eV

---

Formula: C3H2CrO2
Source: the Open Molecules 2025 dataset
Level of theory: ωB97M-V/def2-TZVPD

Each line ends with the natural charge from an NBO analysis.
Positions of all 8 atoms, in Å:
H: -0.37 -0.65 -1.17  0.608
O: 0.13 0.01 -0.50  -0.753
C: -0.86 0.80 -0.18  0.164
C: -1.96 1.01 -0.66  0.022
Cr: 2.21 0.49 -0.40  1.646
H: -2.86 1.58 -0.81  0.296
C: 1.93 -1.94 2.32  0.718
O: 1.77 -1.29 1.40  -0.700

Summary:
Expectation value of S² = 6.219
LUMO (alpha / beta) = -13.8225 / -11.4056 eV
ΔE to the lowest compared entry with this formula, charge and spin = 1.875 eV
Spin multiplicity = 5
Net charge = +2
HOMO energy (alpha / beta) = -18.87 / -19.63 eV

---

Formula: C6H9N3
Source: the Open Molecules 2025 dataset
Level of theory: ωB97M-V/def2-TZVPD

Each line ends with the natural charge from an NBO analysis.
Positions of all 18 atoms, in Å:
C: -2.18 -1.04 -0.67  -0.381
C: -1.13 -0.41 -0.22  -0.023
C: -0.14 -0.85 0.86  -0.285
C: 2.18 -0.57 0.05  0.258
C: -0.57 1.94 0.47  -0.286
C: -0.69 0.95 -0.64  -0.141
H: -2.76 -0.73 -1.59  0.211
H: -2.58 -1.89 -0.14  0.199
H: 0.19 -1.92 0.81  0.225
H: -0.54 -0.74 1.94  0.212
H: 2.52 -1.39 0.66  0.154
H: 3.67 -0.53 -1.09  0.340
H: -0.51 2.98 0.18  0.218
H: -1.10 1.70 1.40  0.211
H: -0.85 1.32 -1.66  0.220
N: 1.04 0.04 0.66  -0.298
N: 2.82 0.01 -0.88  -0.639
N: 0.64 1.15 -0.15  -0.195

Summary:
LUMO = 0.9089 eV
ΔE to the lowest compared entry with this formula, charge and spin = 3.061 eV
Spin multiplicity = 1
Net charge = 0
HOMO energy = -8.91 eV
SMILES = [H]/N=C/N1CC(=C)[C@H]2CN21

---

Formula: C4H7FN2O
Source: the Open Molecules 2025 dataset
Level of theory: ωB97M-V/def2-TZVPD

Each line ends with the natural charge from an NBO analysis.
Positions of all 15 atoms, in Å:
C: -1.51 -1.35 -0.04  0.838
C: -0.26 0.66 0.15  -0.224
C: -1.47 1.22 -0.65  -0.300
C: 0.93 -1.58 0.15  -0.398
N: -0.34 -0.71 0.21  -0.465
N: -2.65 0.37 -0.53  -0.123
O: -2.00 -2.44 -0.11  -0.514
F: -3.18 0.53 0.71  -0.286
H: 0.68 0.92 -0.30  0.199
H: -0.13 1.13 1.13  0.195
H: -1.67 2.21 -0.40  0.210
H: -1.30 1.41 -1.79  0.215
H: 1.81 -0.97 0.11  0.214
H: 0.93 -2.23 1.10  0.221
H: 0.92 -2.20 -0.72  0.216

Summary:
LUMO (alpha / beta) = 0.6266 / 0.6266 eV
ΔE to the lowest compared entry with this formula, charge and spin = 4.757 eV
Spin multiplicity = 1
Net charge = 0
HOMO energy (alpha / beta) = -8.53 / -8.53 eV

---

The calculation returns the following molecular weight values, one per record and in order: 61.11 103.12 336.53 101.17 394.66 122.04 123.16 118.11 Da.